ORCA calculation (ωB97M-V with the def2-TZVPD basis set) on a cluster of 3 separate species, C41H63N3O10S in total at a distorted geometry.

Last columns: bonded neighbours and bond lengths (Å).
Geometry (Å):
1 C -2.00 6.96 0.79  C2 1.549, H38 1.099, H39 1.093, H40 1.093
2 C -1.76 7.06 -0.74  C1 1.549, C3 1.550, H41 1.097, H42 1.101
3 C -0.68 6.03 -1.19  C2 1.550, O4 1.424, H43 1.102, H44 1.102
4 O -0.69 4.94 -0.28  C3 1.424, C5 1.423
5 C -0.35 3.71 -0.91  O4 1.423, C6 1.533, H45 1.095, H46 1.098
6 C -1.57 2.99 -1.48  C5 1.533, C7 1.391, C18 1.384
7 C -2.68 3.66 -1.98  C6 1.391, C8 1.373, H47 1.084
8 C -3.77 2.98 -2.45  C7 1.373, C9 1.388, H48 1.088
9 C -3.85 1.59 -2.46  C8 1.388, C10 1.524, C17 1.389
10 C -5.07 0.82 -2.93  C9 1.524, C11 1.552, H49 1.091, H50 1.101
11 C -5.25 0.90 -4.47  C10 1.552, C12 1.548, H51 1.099, H52 1.097
12 C -5.91 2.22 -4.96  C11 1.548, C13 1.536, H53 1.101, H54 1.098
13 C -7.32 2.45 -4.40  C12 1.536, C14 1.567, H55 1.096, H56 1.099
14 C -7.88 3.83 -4.88  C13 1.567, O15 1.422, H57 1.095, H58 1.100
15 O -8.27 4.64 -3.79  C14 1.422, C16 1.419
16 C -9.46 4.18 -3.16  O15 1.419, H59 1.099, H60 1.099, H61 1.099
17 C -2.74 0.90 -1.98  C9 1.389, C18 1.394, C36 1.516
18 C -1.64 1.60 -1.50  C6 1.384, C17 1.394, C19 1.519
19 C -0.47 0.79 -0.97  C18 1.519, O20 1.213, C21 1.522
20 O 0.68 1.05 -1.24  C19 1.213
21 C -0.90 -0.41 -0.13  C19 1.522, C22 1.384, C29 1.392
22 C -1.99 -1.11 -0.61  C21 1.384, C23 1.374, C36 1.519
23 C -2.51 -2.20 0.05  C22 1.374, C24 1.378, H62 1.086
24 C -1.90 -2.57 1.23  C23 1.378, C25 1.374, H63 1.087
25 C -0.82 -1.87 1.72  C24 1.374, N26 1.474, C29 1.393
26 N -0.30 -2.34 3.01  C25 1.474, C27 1.229
27 C -0.72 -1.57 3.87  N26 1.229, S28 1.564
28 S -0.91 -0.38 4.87  C27 1.564
29 C -0.27 -0.77 1.06  C21 1.392, C25 1.393, C30 1.522
30 C 0.92 0.01 1.59  C29 1.522, C31 1.567, H64 1.093, H65 1.099
31 C 2.09 -0.88 2.15  C30 1.567, O32 1.434, H66 1.097, H67 1.099
32 O 2.15 -0.69 3.57  C31 1.434, C33 1.391
33 C 2.94 -1.67 4.15  O32 1.391, C34 1.515, O35 1.208
34 C 2.28 -2.86 4.82  C33 1.515, H68 1.097, H69 1.089, H70 1.097
35 O 4.14 -1.56 4.09  C33 1.208
36 C -2.65 -0.61 -1.89  C17 1.516, C22 1.519, O37 1.213
37 O -3.02 -1.37 -2.75  C36 1.213
38 H -2.61 7.82 1.11  C1 1.099
39 H -1.07 6.96 1.37  C1 1.093
40 H -2.60 6.07 1.01  C1 1.093
41 H -1.51 8.08 -1.05  C2 1.097
42 H -2.73 6.83 -1.20  C2 1.101
43 H 0.32 6.49 -1.29  C3 1.102
44 H -0.95 5.68 -2.20  C3 1.102
45 H 0.08 3.10 -0.11  C5 1.095
46 H 0.43 3.87 -1.67  C5 1.098
47 H -2.72 4.75 -1.99  C7 1.084
48 H -4.63 3.54 -2.80  C8 1.088
49 H -5.04 -0.22 -2.61  C10 1.091
50 H -5.93 1.26 -2.39  C10 1.101
51 H -4.25 0.85 -4.93  C11 1.099
52 H -5.81 0.03 -4.82  C11 1.097
53 H -5.96 2.18 -6.06  C12 1.101
54 H -5.25 3.06 -4.71  C12 1.098
55 H -7.36 2.49 -3.31  C13 1.096
56 H -7.96 1.62 -4.76  C13 1.099
57 H -7.06 4.36 -5.38  C14 1.095
58 H -8.76 3.68 -5.53  C14 1.100
59 H -9.25 4.05 -2.09  C16 1.099
60 H -9.78 3.21 -3.56  C16 1.099
61 H -10.29 4.90 -3.27  C16 1.099
62 H -3.36 -2.71 -0.39  C23 1.086
63 H -2.30 -3.43 1.75  C24 1.087
64 H 1.39 0.61 0.80  C30 1.093
65 H 0.63 0.73 2.36  C30 1.099
66 H 3.03 -0.56 1.67  C31 1.097
67 H 1.89 -1.92 1.87  C31 1.099
68 H 1.89 -3.52 4.03  C34 1.097
69 H 3.00 -3.42 5.42  C34 1.089
70 H 1.43 -2.51 5.42  C34 1.097
71 C 9.31 3.85 4.24  O72 1.415, H80 1.090, H81 1.095, H82 1.094
72 O 9.34 2.44 4.27  C71 1.415, C73 1.425
73 C 8.42 1.86 5.19  O72 1.425, C74 1.517, H83 1.094, H84 1.094
74 C 7.29 1.14 4.47  C73 1.517, N75 1.459, H85 1.094, H86 1.097
75 N 6.40 2.09 3.81  C74 1.459, C76 1.463, H87 1.011
76 C 5.46 1.47 2.88  N75 1.463, C77 1.528, H88 1.094, H89 1.093
77 C 6.03 0.74 1.67  C76 1.528, O78 1.419, H90 1.094, H91 1.096
78 O 6.67 1.57 0.71  C77 1.419, C79 1.416
79 C 8.02 1.89 1.00  O78 1.416, H92 1.093, H93 1.093, H94 1.091
80 H 10.16 4.19 3.65  C71 1.090
81 H 8.39 4.22 3.77  C71 1.095
82 H 9.39 4.27 5.25  C71 1.094
83 H 8.03 2.60 5.90  C73 1.094
84 H 8.98 1.12 5.77  C73 1.094
85 H 6.72 0.56 5.19  C74 1.094
86 H 7.75 0.45 3.75  C74 1.097
87 H 6.96 2.77 3.30  N75 1.011
88 H 4.82 2.27 2.50  C76 1.094
89 H 4.82 0.79 3.43  C76 1.093
90 H 5.19 0.29 1.14  C77 1.094
91 H 6.68 -0.10 1.95  C77 1.096
92 H 8.53 1.08 1.52  C79 1.093
93 H 8.08 2.81 1.58  C79 1.093
94 H 8.52 2.07 0.05  C79 1.091
95 C -2.58 -7.95 -2.06  O96 1.415, H104 1.089, H105 1.095, H106 1.094
96 O -1.34 -7.65 -2.67  C95 1.415, C97 1.424
97 C -1.12 -6.26 -2.87  O96 1.424, C98 1.517, H107 1.094, H108 1.094
98 C -0.03 -5.74 -1.96  C97 1.517, N99 1.459, H109 1.094, H110 1.097
99 N -0.46 -5.71 -0.57  C98 1.459, C100 1.462, H111 1.011
100 C 0.61 -5.48 0.40  N99 1.462, C101 1.528, H112 1.094, H113 1.096
101 C 1.73 -6.51 0.49  C100 1.528, O102 1.416, H114 1.094, H115 1.096
102 O 1.32 -7.77 1.00  C101 1.416, C103 1.417
103 C 0.75 -8.65 0.05  O102 1.417, H116 1.092, H117 1.093, H118 1.091
104 H -2.72 -9.03 -2.12  C95 1.089
105 H -2.58 -7.66 -1.00  C95 1.095
106 H -3.41 -7.46 -2.58  C95 1.094
107 H -2.04 -5.68 -2.76  C97 1.094
108 H -0.78 -6.14 -3.91  C97 1.094
109 H 0.25 -4.73 -2.27  C98 1.094
110 H 0.85 -6.39 -2.09  C98 1.097
111 H -0.91 -6.59 -0.34  N99 1.011
112 H 0.13 -5.42 1.38  C100 1.094
113 H 1.05 -4.50 0.20  C100 1.096
114 H 2.46 -6.13 1.21  C101 1.094
115 H 2.27 -6.64 -0.46  C101 1.096
116 H 1.19 -8.53 -0.94  C103 1.092
117 H -0.33 -8.53 0.01  C103 1.093
118 H 0.95 -9.67 0.39  C103 1.091

Output
molar mass	790.0	g/mol
F_max	1.7	eV Å⁻¹
highest occupied orbital energy	-8.3	eV
total charge	0
gap between HOMO and LUMO	0.283	Eh
DFT total energy	-79314.5867	eV
E_LUMO	-0.624	eV
structure (SMILES)	CCCOCc1ccc(CCCCCOC)c2c1C(=O)c1c(ccc(N=C=S)c1CCOC(C)=O)C2=O.COCCNCCOC.COCCNCCOC